Record 1
Molecular formula: C4H7NO2
Method: DFT, wB97M-V/def2-TZVPD

Calculated values
calculated total energy = -9840.27782 eV
total charge = 0
lowest unoccupied orbital energy = -0.58 eV
frontier orbital gap = 0.315 hartree
multiplicity = 1
ΔE to the lowest compared entry with this formula, charge and spin = 161.5 kcal per mole
maximum force = 0.3 eV Å⁻¹

Cartesian coordinates (Å):
O (0.12920, -2.36397, 0.16509)
O (-0.05979, 1.56834, 1.40331)
N (-0.43333, -1.27242, 0.45889)
C (-1.44158, 1.30257, 1.23005)
C (0.89748, -0.42970, -1.30189)
C (-0.49873, 1.12758, 0.12264)
C (-0.06751, -0.22645, -0.32492)
H (-0.45719, 1.89817, -0.64825)
H (1.43722, 0.41581, -1.72293)
H (0.85612, -1.33242, -1.90376)
H (-1.81050, 0.42174, 1.75037)
H (1.97416, -1.31278, -0.41027)
H (-2.09293, 2.17635, 1.23195)
H (1.56736, -1.97282, -0.05029)

Record 2
Molecular formula: C25H22ClEuNP
Method: DFT, wB97M-V/def2-TZVPD

Calculated values
calculated total energy = -68894.07404 eV
total charge = +2
lowest unoccupied orbital energy (alpha / beta) = -9.55 / -6.95 eV
frontier orbital gap (alpha / beta) = 0.158 / 0.254 hartree
multiplicity = 7
ΔE to the lowest compared entry with this formula, charge and spin = 49.4 kcal per mole
maximum force = 4.7 eV Å⁻¹

Cartesian coordinates (Å):
Eu (0.05988, -0.38509, 0.95998)
Cl (-0.12374, 1.56299, 2.67408)
P (-0.07269, 0.78009, -1.45983)
N (1.11623, -2.17611, 2.27054)
C (1.75261, 0.68293, -3.29732)
C (0.96865, -3.53376, 6.44777)
C (-3.86444, -0.55672, -1.85395)
C (0.19786, -2.15539, 4.63170)
C (2.47446, -0.30144, -1.13828)
C (-2.76380, 0.05466, -1.25928)
C (-1.48810, 4.43047, -2.11777)
C (-0.67883, -1.41547, 5.45640)
C (0.35284, 4.75890, -0.55147)
C (-0.41112, 2.51313, -1.11630)
C (-3.69503, -1.28681, -3.04860)
C (-0.63436, 5.27556, -1.40207)
C (4.03944, -0.04999, -2.97531)
C (0.47886, 3.38181, -0.40189)
C (3.76906, -0.40898, -1.63429)
C (1.50035, 0.31480, -1.95223)
C (-1.49857, -0.11787, -1.86898)
C (-1.31020, -0.91113, -3.02767)
C (3.02362, 0.46963, -3.82052)
C (0.11136, -2.77404, 7.28190)
C (-1.34779, 3.05792, -2.02461)
C (0.59248, -1.88835, 3.28972)
C (0.98735, -3.22392, 5.09643)
C (-0.72585, -1.74013, 6.81476)
C (-2.41935, -1.46712, -3.63345)
H (-0.76596, 6.34726, -1.47780)
H (1.67331, -3.75111, 4.40672)
H (0.45476, -3.70605, -2.63484)
H (-2.25911, -2.09221, -4.52437)
H (0.09180, -3.00522, 8.34800)
H (-2.87971, 0.67912, -0.36714)
H (1.60961, -4.34983, 6.83712)
H (3.24023, 0.72469, -4.88003)
H (0.94892, 1.12521, -3.89840)
H (5.04349, -0.16024, -3.40967)
H (-2.27550, 4.81257, -2.76292)
H (1.31151, 2.98730, 0.20949)
H (-1.38062, -1.18607, 7.51564)
H (1.03249, 5.40371, 0.01630)
H (2.26734, -0.68125, -0.12772)
H (-4.83879, -0.49966, -1.35634)
H (-4.53059, -1.80540, -3.51754)
H (-0.29892, -1.04277, -3.42084)
H (-1.24627, -0.57103, 5.06230)
H (4.57024, -0.75626, -0.96672)
H (-1.87016, 2.38919, -2.71585)
H (-0.28930, -3.75253, -2.67489)

Record 3
Molecular formula: C44H45Cl5LiN7O2SSe
Method: DFT, wB97M-V/def2-TZVPD

Calculated values
calculated total energy = -199889.42073 eV
total charge = -2
lowest unoccupied orbital energy = 3.95 eV
frontier orbital gap = 0.251 hartree
multiplicity = 1
ΔE to the lowest compared entry with this formula, charge and spin = 0.0 kcal per mole
maximum force = 0.3 eV Å⁻¹

Cartesian coordinates (Å):
Se (0.91558, 2.23513, -0.41905)
Cl (-1.95913, 2.95968, -2.65634)
Cl (-3.76236, 1.17626, -4.48946)
Cl (-1.91617, -3.25626, -1.99616)
Cl (-0.21408, -1.44854, -0.06659)
Cl (-3.75867, -1.92431, -4.14583)
S (4.50865, 0.93573, -1.74928)
O (1.63799, -0.73707, 5.12773)
O (-4.68717, 1.62648, 3.25823)
N (2.66360, -0.93227, -2.06958)
N (-0.05163, 2.23450, 1.08490)
N (-1.38637, 0.50532, 3.81726)
N (1.96007, 3.56700, 0.14130)
N (0.83039, -0.55151, 2.95249)
N (-3.07645, 0.73176, 1.82696)
N (3.47966, 0.07166, -4.01715)
C (0.60224, -3.36966, 2.94206)
C (2.82605, -3.41486, 1.75603)
C (-1.19578, -0.69495, -1.34465)
C (-4.06981, -1.72787, 0.85691)
C (2.20550, -3.34963, -1.99355)
C (0.53715, 4.49412, 3.87666)
C (3.64639, -3.83043, -2.11511)
C (1.64457, 5.23542, 3.34943)
C (1.80288, -2.68712, 2.35015)
C (-0.65969, 0.68140, 6.06144)
C (1.96153, -2.03248, -2.71607)
C (0.03302, 1.13667, -5.37451)
C (-0.05121, 3.49684, 3.17426)
C (-3.55997, 1.16887, 2.98113)
C (-4.44085, -0.42621, 0.20144)
C (2.14202, 4.97462, 2.11762)
C (-1.87168, 1.27258, 6.39184)
C (3.47135, -0.03882, -2.64584)
C (3.94450, -2.77977, 1.23321)
C (-0.55823, -0.19607, -5.83037)
C (-1.15073, 0.67441, -1.44904)
C (3.84173, -5.21653, -1.51375)
C (-3.70994, 3.27160, 0.64704)
C (-5.62156, 0.79942, -1.51334)
C (-4.28262, 1.99258, 0.11015)
C (-0.45774, 0.30655, 4.73960)
C (0.80656, -0.38822, 4.26403)
C (-2.84820, 1.44949, 5.41903)
C (3.04140, -0.64427, 1.92317)
C (-5.27471, -0.40010, -0.91125)
C (2.29413, 0.13799, -4.88180)
C (1.90104, -1.28760, 2.42711)
C (-1.96297, 1.20477, -2.42661)
C (0.44988, 3.17551, 1.87133)
C (-3.95086, 0.77719, 0.72825)
C (4.04345, -1.39863, 1.31840)
C (-5.11528, 1.98567, -1.00156)
C (-2.76781, -0.94023, -3.12529)
C (-2.77679, 0.44749, -3.26276)
C (3.19962, 0.83825, 2.09554)
C (-1.95935, -1.52846, -2.15645)
C (-2.56106, 1.03914, 4.12408)
C (1.55633, 3.92618, 1.33786)
C (1.14668, 0.98040, -4.34209)
Li (-0.94348, 0.31688, 1.86256)
H (-3.81542, 1.88714, 5.62266)
H (-4.09945, 3.46943, 1.64853)
H (-0.76210, -0.83978, -4.97117)
H (0.73577, 0.52547, -3.43548)
H (0.11632, -0.73781, -6.49806)
H (-3.95432, 4.11017, -0.00759)
H (-1.50195, -0.05016, -6.35755)
H (1.94037, -0.86167, -5.12918)
H (-2.06101, 1.58661, 7.41297)
H (0.41767, 1.68394, -6.24414)
H (3.55647, -5.21994, -0.46094)
H (4.73826, -3.35589, 0.77123)
H (4.88149, -5.54281, -1.58406)
H (3.93605, -3.84218, -3.17239)
H (1.92896, -3.25353, -0.93938)
H (1.52687, -4.09214, -2.42688)
H (3.57662, 1.05919, 3.09854)
H (3.88584, 1.25211, 1.35611)
H (0.12533, 0.49722, 6.78123)
H (2.74354, -4.49701, 1.71151)
H (4.30702, -3.11390, -1.61910)
H (1.52863, 1.96207, -4.04596)
H (3.22085, -5.95615, -2.02664)
H (-5.64482, -1.33788, -1.31511)
H (-4.50927, -2.57119, 0.31979)
H (2.23480, 1.33483, 2.01112)
H (2.64493, 0.57414, -5.82140)
H (2.34365, -2.12406, -3.73117)
H (0.16499, 4.74092, 4.86352)
H (0.89002, -1.81676, -2.76972)
H (-6.25771, 0.80801, -2.39090)
H (2.67565, -0.92373, -1.05542)
H (0.65047, -4.44923, 2.78373)
H (4.16829, 0.76776, -4.25680)
H (-5.35382, 2.92848, -1.48392)
H (2.97816, 5.52342, 1.70384)
H (2.08465, 6.01754, 3.95690)
H (4.90597, -0.88670, 0.90604)
H (-0.32200, -2.99073, 2.50066)
H (0.54522, -3.17203, 4.01491)
H (-2.98563, -1.86147, 0.88251)
H (-0.89297, 2.94578, 3.56791)
H (-4.40774, -1.75307, 1.89541)
H (-2.62260, 3.19134, 0.72375)
H (-0.75367, 1.75855, -4.94564)

Record 4
Molecular formula: C5H4IN
Method: DFT, wB97M-V/def2-TZVPD

Calculated values
calculated total energy = -14834.37654 eV
total charge = 0
lowest unoccupied orbital energy (alpha / beta) = -0.15 / -0.15 eV
frontier orbital gap (alpha / beta) = 0.287 / 0.287 hartree
multiplicity = 1
ΔE to the lowest compared entry with this formula, charge and spin = 48.5 kcal per mole
maximum force = 4.5 eV Å⁻¹

Cartesian coordinates (Å):
I (4.24210, 0.23237, -0.11336)
N (0.00223, 0.42447, 0.72587)
C (1.02198, 1.29415, 0.45104)
C (1.52761, -1.20964, 0.21321)
C (-0.34923, 1.51450, -0.07370)
C (2.22462, -0.09070, -0.15568)
C (0.12968, -0.87355, 0.45617)
H (-0.99136, 2.24957, 0.30624)
H (-0.64342, 1.32406, -1.04040)
H (-0.79067, -1.58629, 0.44793)
H (2.00339, -2.26388, 0.10932)

Record 5
Molecular formula: C2HIN2O2
Method: DFT, wB97M-V/def2-TZVPD

Calculated values
calculated total energy = -17262.87287 eV
total charge = 0
lowest unoccupied orbital energy = -0.67 eV
frontier orbital gap = 0.310 hartree
multiplicity = 1
ΔE to the lowest compared entry with this formula, charge and spin = 15.1 kcal per mole
maximum force = 2.9 eV Å⁻¹

Cartesian coordinates (Å):
I (2.51383, 1.03083, 0.38297)
O (-0.56059, -1.79458, 0.84077)
O (0.91505, -1.84939, -0.94819)
N (-0.30476, 1.06076, -0.21947)
N (-1.41864, 1.40549, -0.48244)
C (0.24665, -1.72148, -0.01640)
C (0.62872, 0.44967, 0.12034)
H (-2.02025, 1.41871, 0.32241)

Record 6
Molecular formula: CHN3O
Method: DFT, wB97M-V/def2-TZVPD

Calculated values
calculated total energy = -7567.03131 eV
total charge = 0
SMILES string = c1nnon1
lowest unoccupied orbital energy = -0.02 eV
frontier orbital gap = 0.436 hartree
multiplicity = 1
ΔE to the lowest compared entry with this formula, charge and spin = 109.4 kcal per mole
maximum force = 6.2 eV Å⁻¹

Cartesian coordinates (Å):
O (-0.72010, -1.29189, -0.00094)
N (0.72348, -1.19657, -0.04301)
N (1.19201, -0.07229, -0.07442)
N (-1.12263, 0.06236, -0.10970)
C (-0.01366, 0.67365, -0.07099)
H (-0.05909, 1.82475, 0.29906)

Which value of total charge does entry 4 give? 0